Entry from the Open Molecules 2025 dataset: a molecular structure, C8H16AgCl8NiO8P2Sn2 in a non-equilibrium geometry (wB97M-V/def2-TZVPD).

```
46
C8H16AgCl8NiO8P2Sn2 wB97M-V/def2-TZVPD
Ag 2.53 -1.41 0.59
Ni 1.71 1.71 3.10
Sn 4.66 2.02 0.45
Sn -0.09 4.71 1.31
P 1.08 0.59 0.75
O 0.43 -0.82 0.61
O 0.56 1.81 1.50
O 2.29 0.60 -0.23
O 1.95 0.21 1.95
P 3.02 3.82 3.17
O 2.81 4.13 1.63
O 1.54 3.53 3.58
O 3.85 5.04 3.58
O 3.61 2.39 3.21
Cl -1.61 -2.20 4.93
C -0.81 -2.33 3.26
C -1.46 -3.42 2.39
Cl -1.06 -5.07 3.05
H 0.23 -2.58 3.44
H -0.76 -1.35 2.79
H -1.00 -3.47 1.40
H -2.52 -3.32 2.15
Cl -3.73 0.95 -2.83
C -3.92 0.16 -1.29
C -2.73 0.51 -0.32
Cl -2.64 2.27 -0.06
H -4.09 -0.90 -1.49
H -4.88 0.56 -0.96
H -1.77 0.10 -0.63
H -3.03 0.16 0.66
Cl 0.28 -5.10 -1.14
C -0.02 -4.03 -2.51
C 0.57 -2.58 -2.41
Cl 2.33 -2.67 -1.77
H -1.08 -4.05 -2.77
H 0.42 -4.44 -3.42
H -0.03 -2.04 -1.67
H 0.44 -2.10 -3.38
Cl 1.30 4.11 -1.97
C 0.28 3.04 -3.08
C 0.28 1.60 -2.57
Cl -0.10 0.51 -3.83
H 0.84 3.10 -4.01
H -0.67 3.57 -3.01
H -0.35 1.38 -1.71
H 1.32 1.31 -2.42
```

## Properties
* charge: +1
* expectation value of S²: 6.022
* DFT total energy: -200389.0649 eV
* 2S+1: 5
* frontier orbital gap (spin up / spin down): 3.91 / 4.04 eV

***

Entry from the Open Molecules 2025 dataset: a single C4H4ClFN2O molecule in a non-equilibrium geometry (wB97M-V/def2-TZVPD).

```
13
C4H4ClFN2O wB97M-V/def2-TZVPD
C -4.80 0.04 -0.22
C -3.91 0.87 0.16
C -1.18 0.50 0.06
C 0.89 -0.53 -0.05
N -3.08 1.69 0.46
N -1.77 1.68 0.41
O 0.17 0.63 0.04
F -5.30 0.14 -1.53
Cl -5.65 -1.10 0.72
H 1.18 -1.02 0.78
H 1.72 -0.15 -0.63
H 0.40 -1.30 -0.69
H -1.28 2.60 0.46
```

## Properties
* DFT total energy: -24474.9126 eV
* frontier orbital gap: 8.99 eV

***

Entry from the Open Molecules 2025 dataset: a single C4H3ClO2 molecule in a non-equilibrium geometry (wB97M-V/def2-TZVPD).

```
10
C4H3ClO2 wB97M-V/def2-TZVPD
C 0.06 0.18 -1.72
C -0.32 1.05 -2.50
C -0.32 -0.11 0.52
C 0.41 -0.70 1.65
O 0.53 -0.32 -0.57
O -1.32 0.51 0.50
Cl -0.86 2.09 -3.66
H -0.09 -0.62 2.57
H 1.50 -0.37 1.77
H 0.41 -1.72 1.44
```

## Properties
* DFT total energy: -20810.9281 eV
* frontier orbital gap: 10.28 eV
* SMILES: CC(=O)OC#CCl

***

Entry from the Open Molecules 2025 dataset: 3 unconnected molecules or ions with the total composition C19H39FN2O12P2S in a non-equilibrium geometry (wB97M-V/def2-TZVPD).

```
76
C19H39FN2O12P2S wB97M-V/def2-TZVPD
O 2.22 -5.79 6.08
C 2.58 -5.00 5.25
O 1.60 -4.39 4.49
C 1.31 -5.12 3.27
C -0.27 -5.04 3.07
F -0.82 -6.29 2.78
O 3.92 -4.81 5.09
C 4.29 -3.52 4.57
C 5.22 -3.78 3.31
S 6.68 -4.70 3.96
C 7.54 -5.47 2.59
N 7.29 -5.59 1.29
N 8.33 -6.31 0.77
C 9.15 -6.60 1.76
O 8.73 -6.08 2.98
H 1.78 -4.56 2.42
H 1.65 -6.18 3.29
H -0.44 -4.30 2.24
H -0.71 -4.62 4.01
H 4.94 -2.99 5.33
H 3.44 -2.83 4.34
H 4.60 -4.40 2.61
H 5.57 -2.84 2.83
H 10.07 -7.20 1.68
O -2.09 0.61 -1.07
P -1.56 -0.80 -0.92
O -1.73 -1.27 -2.50
C -1.24 -0.45 -3.56
C 0.28 -0.42 -3.64
O -2.94 -1.44 -0.25
C -3.77 -0.59 0.55
C -4.94 -0.08 -0.27
O -0.79 -2.24 -0.54
C -1.11 -3.47 -1.19
C -0.04 -3.79 -2.23
H -1.63 0.57 -3.46
H -1.64 -0.85 -4.49
H 0.74 -0.32 -2.65
H 0.61 0.40 -4.27
H 0.66 -1.33 -4.09
H -3.19 0.24 0.96
H -4.13 -1.17 1.40
H -4.63 0.29 -1.25
H -5.47 0.72 0.25
H -5.65 -0.89 -0.45
H -2.11 -3.46 -1.61
H -1.09 -4.25 -0.42
H 0.43 -2.89 -2.61
H -0.47 -4.35 -3.07
H 0.76 -4.39 -1.80
O -3.11 6.83 0.10
P -2.90 6.22 -1.27
O -1.48 5.44 -0.94
C -1.36 4.61 0.21
C -2.16 3.32 0.10
O -2.34 7.61 -2.00
C -2.82 8.87 -1.52
C -1.81 9.50 -0.58
O -2.97 5.54 -2.80
C -1.80 5.23 -3.56
C -1.50 3.74 -3.48
H -1.65 5.16 1.11
H -0.30 4.36 0.32
H -3.16 3.49 -0.32
H -2.26 2.84 1.08
H -1.66 2.61 -0.54
H -3.79 8.76 -1.04
H -2.97 9.52 -2.39
H -1.44 8.79 0.16
H -2.24 10.35 -0.05
H -0.94 9.84 -1.14
H -0.95 5.84 -3.24
H -2.02 5.50 -4.60
H -1.89 3.30 -2.56
H -0.43 3.55 -3.54
H -1.99 3.20 -4.30
```

## Properties
* DFT total energy: -80012.0589 eV
* frontier orbital gap: 7.61 eV
* SMILES: O=C(OCCF)OCCSc1nnco1.CCOP(=O)(OCC)OCC.CCOP(=O)(OCC)OCC